ORCA calculation (wB97M-V/def2-TZVPD) on a single C20H25N3O5S molecule.

Calculated values
SMILES: CNC(=O)C1CCN(S(=O)(=O)c2c(C)noc2/C=C/c2cccc(OC)c2)CC1
Gap between HOMO and LUMO in eV: 7.9253
Energy above the lowest of the compared OMol25 structures with the same formula, charge and spin in kcal per mole: 64.8
E in eV: -46687.26439

Last column: Mulliken charge in e.
CARTESIAN COORDINATES (ANGSTROEM)
C1 -4.74894 -4.68792 -0.59956  -0.888
N1 -4.43318 -3.30675 -0.87130  -0.198
C2 -4.43651 -2.35522 0.09164  0.147
O1 -4.73817 -2.58451 1.24093  -0.654
C3 -4.01483 -0.97629 -0.41522  0.311
C4 -4.40524 0.10852 0.58898  -0.638
C5 -3.93645 1.47421 0.09480  -1.212
N2 -2.51491 1.49781 -0.18409  0.255
S1 -1.50915 1.72003 1.13827  1.542
O2 -0.94277 0.48778 1.61456  -0.696
O3 -2.18779 2.56786 2.07035  -0.794
C6 -0.23156 2.64888 0.35505  -0.148
C7 -0.37722 3.94883 -0.19558  0.352
C8 -1.61316 4.75985 -0.20915  -1.188
N3 0.75655 4.34382 -0.71003  -0.855
O4 1.66801 3.35199 -0.52500  -0.155
C9 1.08923 2.32173 0.11815  0.425
C10 1.81328 1.13370 0.44880  -0.676
C11 3.10660 0.94978 0.13065  -0.270
C12 3.90368 -0.21974 0.43187  0.397
C13 3.40053 -1.31808 1.13127  -0.885
C14 4.21512 -2.40558 1.38788  -0.598
C15 5.52726 -2.42200 0.95919  -0.595
C16 6.04948 -1.33166 0.25824  0.650
O5 7.35106 -1.44151 -0.12145  -0.424
C17 7.94235 -0.37496 -0.82374  -0.808
C18 5.23536 -0.23934 -0.00024  -0.055
C19 -2.06862 0.45468 -1.07971  -1.035
C20 -2.49463 -0.93928 -0.61493  -0.638
H1 -5.00280 -4.75803 0.45669  0.324
H2 -5.59985 -5.01529 -1.19971  0.283
H3 -3.89248 -5.33182 -0.80930  0.294
H4 -4.17075 -3.06534 -1.81301  0.256
H5 -4.51138 -0.78322 -1.37505  0.292
H6 -3.93440 -0.11299 1.54800  0.232
H7 -5.48595 0.11497 0.73575  0.499
H8 -4.46054 1.75017 -0.82768  0.380
H9 -4.11477 2.23917 0.85043  0.571
H10 -2.06694 4.73324 0.77912  0.335
H11 -1.38563 5.78097 -0.49993  0.412
H12 -2.32250 4.32929 -0.91441  0.226
H13 1.22578 0.40355 0.98367  0.569
H14 3.61482 1.74284 -0.40437  0.441
H15 2.37973 -1.31982 1.47654  0.471
H16 3.82324 -3.25238 1.93089  0.389
H17 6.17269 -3.26355 1.15361  0.441
H18 8.96975 -0.68154 -1.01309  0.231
H19 7.94373 0.54533 -0.23093  0.331
H20 7.43824 -0.19324 -1.77847  0.329
H21 5.61274 0.61650 -0.53846  0.416
H22 -2.48195 0.66805 -2.07260  0.519
H23 -0.97951 0.51987 -1.13337  0.349
H24 -2.00280 -1.15293 0.33512  0.261
H25 -2.17385 -1.68040 -1.35011  0.482

=====

ORCA calculation (wB97M-V/def2-TZVPD) on a single C20H25N3O8S molecule.

Calculated values
SMILES: COCCN(CCOC)S(=O)(=O)c1ccc(C(=O)Nc2ccc([N+](=O)[O-])cc2OC)cc1
Gap between HOMO and LUMO in eV: 8.2968
Energy above the lowest of the compared OMol25 structures with the same formula, charge and spin in kcal per mole: 0.0
E in eV: -52827.32614

Last column: Mulliken charge in e.
CARTESIAN COORDINATES (ANGSTROEM)
C1 5.71490 4.80034 -0.43553  -0.544
O1 5.54293 4.31332 -1.75007  -0.351
C2 4.20864 4.22025 -2.16638  -0.970
C3 3.37184 3.19051 -1.38159  -0.706
N1 4.12914 1.99548 -1.10323  0.431
C4 4.58721 1.15969 -2.18214  -1.104
C5 3.45698 0.54732 -3.02781  -0.115
O2 2.82289 1.46246 -3.89416  -0.360
C6 3.50518 1.68670 -5.10496  -0.724
S1 3.99086 1.32029 0.39435  1.456
O3 3.83750 2.38783 1.34038  -0.713
O4 5.06284 0.38661 0.56194  -0.760
C7 2.45046 0.39359 0.35123  -0.024
C8 1.25055 1.06536 0.48699  -0.458
C9 0.06028 0.36300 0.40729  -0.903
C10 0.07936 -1.01304 0.18821  0.701
C11 -1.16350 -1.83529 0.06426  0.441
O5 -1.21539 -2.81848 -0.64087  -0.665
N2 -2.20092 -1.37646 0.82970  -0.053
C12 -3.48430 -1.88572 0.94887  -0.079
C13 -3.94441 -2.99852 0.25386  -0.489
C14 -5.24087 -3.44256 0.42764  -0.733
C15 -6.07914 -2.76718 1.30171  -0.624
N3 -7.42809 -3.21664 1.49292  1.019
O6 -7.79387 -4.19206 0.87122  -0.622
O7 -8.12683 -2.59269 2.26737  -0.632
C16 -5.64266 -1.64719 2.00926  0.000
C17 -4.34943 -1.20029 1.83863  0.795
O8 -3.80687 -0.11801 2.46772  -0.465
C18 -4.61491 0.60079 3.37534  -0.906
C19 1.29834 -1.67206 0.03649  -0.604
C20 2.48581 -0.96971 0.12446  -0.651
H1 5.22104 5.77239 -0.31459  0.284
H2 5.33106 4.10225 0.31344  0.190
H3 6.78776 4.92052 -0.29967  0.248
H4 4.25626 3.93565 -3.21942  0.320
H5 3.70579 5.19783 -2.09156  0.453
H6 2.46248 2.96938 -1.95349  0.306
H7 3.10156 3.59846 -0.40727  0.702
H8 5.25997 1.74606 -2.81399  0.390
H9 5.16341 0.36245 -1.71128  0.434
H10 3.86089 -0.29572 -3.60557  0.414
H11 2.66811 0.17226 -2.36866  0.031
H12 3.61836 0.75322 -5.66931  0.307
H13 2.89192 2.38134 -5.67554  0.259
H14 4.49650 2.12483 -4.94878  0.317
H15 1.26117 2.12785 0.66932  0.469
H16 -0.87421 0.89945 0.48588  0.417
H17 -2.03074 -0.57974 1.43009  0.312
H18 -3.27484 -3.50775 -0.41840  0.557
H19 -5.61154 -4.30459 -0.10354  0.484
H20 -6.33918 -1.16196 2.67384  0.611
H21 -5.48801 1.02960 2.87624  0.355
H22 -3.98459 1.40218 3.75648  0.252
H23 -4.94020 -0.03219 4.20504  0.356
H24 1.29129 -2.73551 -0.14780  0.433
H25 3.44371 -1.45586 0.03025  0.509

=====

ORCA calculation (wB97M-V/def2-TZVPD) on 5 unconnected molecules or ions with the total composition C20H25N5.

Calculated values
SMILES: c1cc[nH]c1.c1cc[nH]c1.c1cc[nH]c1.c1cc[nH]c1.c1cc[nH]c1
Gap between HOMO and LUMO in eV: 8.4803
Energy above the lowest of the compared OMol25 structures with the same formula, charge and spin in kcal per mole: 167.1
E in eV: -28589.34875

Last column: Mulliken charge in e.
CARTESIAN COORDINATES (ANGSTROEM)
C1 -2.29510 -3.20301 1.77779  -0.521
C2 -1.60478 -4.13231 0.89090  -0.600
C3 -1.74069 -3.61390 -0.36652  -0.273
N1 -2.17065 -2.37924 -0.25456  0.329
C4 -2.68669 -2.18188 1.01268  -0.828
H1 -2.52171 -3.44632 2.86245  0.373
H2 -1.26034 -5.08238 1.30284  0.382
H3 -1.38192 -4.00979 -1.22391  0.496
H4 -2.31080 -1.80342 -1.13124  0.282
H5 -3.14721 -1.27882 1.22969  0.580
C5 -2.72042 2.22194 2.10831  -0.847
C6 -2.21749 3.10178 1.17711  -0.482
C7 -1.01413 2.63118 0.69085  -0.891
N2 -0.84270 1.39393 1.37820  0.277
C8 -1.79110 1.18373 2.33734  -0.234
H6 -3.74011 2.36692 2.61573  0.296
H7 -2.48509 4.01288 0.73114  0.488
H8 -0.41401 2.57738 -0.13399  0.602
H9 0.05621 0.94810 1.36383  0.388
H10 -1.91488 0.28139 2.94052  0.510
C9 1.97192 -0.08624 0.98413  -0.573
C10 1.96849 -0.25102 2.53927  -0.266
C11 0.98533 -1.23439 2.86526  -0.856
N3 0.37982 -1.58925 1.65359  0.098
C12 0.83575 -0.89658 0.62779  -0.611
H11 2.55249 0.39808 0.22909  0.492
H12 2.49922 0.28820 3.36783  0.297
H13 0.79967 -1.55557 3.82886  0.422
H14 -0.56767 -2.30323 1.57046  0.347
H15 0.37149 -0.87721 -0.27576  0.513
C13 3.01642 2.82902 -0.80029  -0.592
C14 4.09830 2.33562 0.19245  -0.390
C15 5.20615 2.14559 -0.56115  -0.522
N4 4.83193 2.29334 -1.88908  -0.010
C16 3.57549 2.49709 -2.01706  -0.206
H16 1.99508 3.26461 -0.69366  0.380
H17 4.24760 2.30382 1.26235  0.440
H18 6.10044 1.67206 -0.13921  0.354
H19 5.34478 2.00393 -2.65181  0.170
H20 2.97403 2.47749 -2.91937  0.397
C17 -0.71807 -1.10965 -3.56786  -0.476
C18 -0.54980 0.19081 -2.77989  -0.044
C19 -1.72609 0.41843 -2.16691  -0.320
N5 -2.59203 -0.59170 -2.49788  -0.366
C20 -1.90901 -1.56314 -3.38475  -0.667
H21 0.15013 -1.41738 -4.14400  0.421
H22 0.37444 0.78301 -2.58936  0.512
H23 -1.95216 1.32601 -1.34125  0.121
H24 -3.66505 -0.73974 -2.35264  0.293
H25 -2.39545 -2.60015 -3.65831  0.317

=====

ORCA calculation (wB97M-V/def2-TZVPD) on a single C20H25N5O2S molecule.

Calculated values
SMILES: Cc1nccn1CC[C@@H]1CCCCN1C(=O)CCc1nnc(-c2ccsc2)o1
Gap between HOMO and LUMO in eV: 8.7777
Energy above the lowest of the compared OMol25 structures with the same formula, charge and spin in kcal per mole: 13.4
E in eV: -43527.20097

Last column: Mulliken charge in e.
CARTESIAN COORDINATES (ANGSTROEM)
C1 2.93220 1.98907 2.79266  -1.217
C2 1.54303 1.79359 3.27836  0.941
N1 1.17637 1.87224 4.53229  -0.768
C3 -0.16464 1.65130 4.54874  -0.641
C4 -0.61384 1.43509 3.28075  -0.281
N2 0.48264 1.52847 2.46545  0.412
C5 0.49452 1.31804 1.04319  -1.536
C6 0.96070 -0.08825 0.65329  -0.191
C7 0.04392 -1.18677 1.22772  -0.380
C8 0.58004 -1.82465 2.50995  -1.012
C9 1.76309 -2.74524 2.23483  -0.685
C10 1.34545 -3.78753 1.20665  -0.947
C11 0.87163 -3.10478 -0.07733  -0.600
N3 -0.21775 -2.19730 0.20602  0.275
C12 -1.31906 -2.02232 -0.55488  0.696
O1 -2.21631 -1.26573 -0.22160  -0.709
C13 -1.41267 -2.77719 -1.88161  -0.732
C14 -2.18484 -1.88404 -2.85344  -0.713
C15 -1.49929 -0.57185 -2.93029  0.622
N4 -0.29777 -0.29925 -2.53354  -0.005
N5 -0.09675 1.01726 -2.73905  -0.747
C16 -1.18868 1.48999 -3.25887  0.651
C17 -1.44152 2.84880 -3.64591  0.295
C18 -0.48351 3.89110 -3.49921  -0.947
C19 -0.95436 5.08174 -3.93441  -0.167
S1 -2.56713 4.96699 -4.53142  -0.161
C20 -2.61505 3.29254 -4.19219  -0.451
O2 -2.12514 0.51992 -3.41156  -0.407
H1 3.53804 2.34008 3.62236  0.377
H2 3.35647 1.05674 2.42070  0.206
H3 2.96274 2.72467 1.98939  0.301
H4 -0.71327 1.66488 5.46882  0.467
H5 -1.59243 1.23789 2.89418  0.451
H6 1.15388 2.05647 0.57661  0.343
H7 -0.51880 1.47639 0.66580  0.400
H8 0.93819 -0.14051 -0.43681  0.374
H9 1.98847 -0.23550 0.98418  0.322
H10 -0.93288 -0.74280 1.44337  0.626
H11 0.86043 -1.03885 3.21163  0.198
H12 -0.22042 -2.40936 2.96846  0.376
H13 2.07799 -3.22926 3.16045  0.390
H14 2.61222 -2.17568 1.85241  0.316
H15 2.17742 -4.45198 0.96844  0.417
H16 0.53101 -4.39100 1.61243  0.344
H17 0.54068 -3.87310 -0.77405  0.587
H18 1.70587 -2.55411 -0.53044  0.181
H19 -0.42333 -2.95890 -2.29393  0.489
H20 -1.93652 -3.72362 -1.74006  0.277
H21 -3.20036 -1.71271 -2.49099  0.262
H22 -2.23965 -2.33691 -3.84663  0.373
H23 0.49358 3.72284 -3.08780  0.424
H24 -0.45857 6.03151 -3.94560  0.459
H25 -3.49605 2.72157 -4.40749  0.448

=====

> Among the records above, which one has the lowest E?

C20H25N3O8S